## w
A 2-piece molecular cluster, C4H10NO overall. Source: the Open Molecules 2025 dataset; level of theory: ωB97M-V/def2-TZVPD.

Positions of all 16 atoms, in Å:
C (-3.680, -0.164, -0.284)
O (-4.610, -1.062, 0.108)
C (-2.434, -0.249, 0.761)
C (3.241, -0.844, 0.190)
C (3.418, 0.613, 0.058)
N (2.527, 1.534, -0.830)
H (-3.174, -0.367, -1.241)
H (-3.968, 0.913, -0.330)
H (4.175, -1.310, -0.185)
H (-1.934, -1.212, 0.926)
H (-2.798, -0.042, 1.808)
H (2.506, -1.567, -0.320)
H (3.822, 1.256, 0.861)
H (1.976, 0.743, -0.198)
H (2.665, 1.189, -1.782)
H (-1.733, 0.569, 0.457)

Output
- Expectation value of S²: 0.755
- Total charge: -2
- E_HOMO (spin up / spin down): 0.0616 / 0.0076 Eh
- Orbital gap (spin up / spin down): 0.19744 / 0.25083 Eh
- Spin multiplicity: 2
- LUMO (spin up / spin down): 7.0 / 7.0 eV

## x
A 2-piece molecular cluster, C4H10NO overall. Source: the Open Molecules 2025 dataset; level of theory: ωB97M-V/def2-TZVPD.

Positions of all 16 atoms, in Å:
C (-2.053, -0.667, 0.101)
N (-3.584, -0.627, 0.043)
C (1.535, 1.033, -1.345)
C (2.165, 0.479, -0.034)
C (1.266, -0.010, 1.006)
O (1.162, -1.380, 1.481)
H (-1.484, -0.040, -0.595)
H (-1.635, -1.674, 0.200)
H (-2.257, -0.423, 1.152)
H (-3.903, 0.224, 0.505)
H (0.545, 1.479, -1.315)
H (2.196, 1.504, -2.070)
H (1.460, -0.080, -1.437)
H (3.194, 0.096, -0.049)
H (0.993, 0.674, 1.827)
H (0.400, -0.587, 0.531)

Output
- Expectation value of S²: 0.757
- Total charge: -2
- E_HOMO (spin up / spin down): 0.0857 / 0.0858 Eh
- Orbital gap (spin up / spin down): 0.15950 / 0.15623 Eh
- Spin multiplicity: 2
- LUMO (spin up / spin down): 6.7 / 6.6 eV

Which one sits at the bottom of the stability order? x does.